{"formula": "C31H44Cl57N3OP", "method": "wB97M-V/def2-TZVPD", "e_homo_ev": -11.47, "total_charge": 1, "spin_multiplicity": 1, "gap_ev": 9.52, "symbols": ["Cl", "H", "C", "C", "H", "Cl", "Cl", "C", "N", "Cl", "Cl", "H", "C", "Cl", "Cl", "Cl", "Cl", "Cl", "H", "Cl", "H", "C", "Cl", "H", "Cl", "C", "H", "H", "Cl", "C", "H", "H", "H", "C", "C", "H", "H", "C", "C", "Cl", "C", "H", "Cl", "H", "C", "H", "C", "H", "Cl", "Cl", "H", "H", "H", "H", "H", "N", "H", "Cl", "C", "Cl", "C", "O", "Cl", "Cl", "H", "C", "C", "Cl", "Cl", "H", "C", "Cl", "H", "Cl", "Cl", "H", "C", "H", "Cl", "Cl", "H", "H", "C", "H", "Cl", "H", "H", "Cl", "Cl", "C", "C", "H", "Cl", "Cl", "H", "Cl", "C", "Cl", "Cl", "Cl", "Cl", "C", "Cl", "H", "Cl", "C", "H", "Cl", "Cl", "H", "Cl", "P", "H", "Cl", "Cl", "C", "C", "C", "Cl", "Cl", "Cl", "H", "C", "Cl", "Cl", "Cl", "H", "C", "H", "Cl", "H", "N", "H", "Cl", "Cl", "Cl", "Cl"], "coordinates": [[14.313, 3.408, 6.602], [-5.133, -7.842, -3.835], [-5.051, -3.818, 0.557], [6.513, -1.454, 1.553], [1.182, 0.290, 5.759], [-6.511, -3.812, 5.653], [4.883, 5.346, -0.957], [2.888, -0.345, 2.977], [0.223, -2.865, 6.528], [-2.213, 0.728, -6.678], [-6.080, -3.185, -8.943], [5.327, 1.793, 3.917], [-7.164, 1.684, -13.521], [12.799, 3.404, 3.252], [-5.695, -2.894, -0.800], [-5.170, -8.480, -1.585], [-3.960, -6.019, -10.751], [6.212, -2.408, 3.004], [-2.117, -3.196, 2.382], [-4.497, 1.968, -5.383], [-6.824, -6.595, 5.932], [11.698, 2.042, 3.090], [11.009, 8.113, 2.624], [2.260, 0.351, 0.049], [8.916, 6.108, 2.394], [10.653, 6.388, 2.558], [-5.794, -4.539, 0.865], [-6.554, -0.897, -8.900], [-7.385, -4.555, 2.989], [3.603, 0.478, 4.036], [8.607, 5.147, 9.165], [-9.619, -3.287, -6.018], [3.759, 2.592, 3.673], [1.064, 1.323, 2.858], [-7.195, -7.547, 6.288], [0.679, 0.175, -0.344], [1.843, 1.942, 2.449], [1.133, -0.671, 1.411], [4.347, 1.699, 3.478], [-5.193, 1.980, -0.827], [1.250, 4.426, -0.376], [-3.272, -0.198, 0.777], [1.187, 0.430, -4.279], [1.806, -1.497, 1.213], [-7.127, -1.781, -9.141], [-5.952, -0.213, -0.521], [0.406, 0.303, 5.009], [0.129, -1.050, 1.315], [-3.595, -4.690, 0.084], [-0.664, -0.637, -2.323], [-1.827, 0.726, 0.594], [1.358, 2.273, 4.706], [11.999, 1.456, 2.233], [-0.314, 2.277, 4.175], [10.974, 5.939, 3.487], [1.319, 0.345, 0.417], [-0.546, -3.592, 3.074], [11.530, 5.612, 1.245], [-7.719, -3.540, 4.395], [11.769, 1.006, 4.518], [0.625, -2.418, 5.519], [1.248, -1.897, 4.507], [-8.298, -7.239, 7.630], [-3.411, -8.126, -8.831], [-2.149, -6.212, -9.286], [6.307, 5.513, 0.069], [-2.100, -0.010, 2.602], [-4.726, -2.739, 1.917], [-8.488, -1.862, -8.016], [7.419, -1.818, 1.088], [0.569, 1.665, 4.280], [2.307, 4.163, 1.015], [7.132, 5.004, -0.411], [6.742, 0.250, 1.953], [9.668, 3.933, 7.467], [4.441, 1.648, 2.403], [-3.699, 1.653, -6.923], [-0.582, 0.311, 5.441], [10.807, 4.953, 9.934], [6.752, 7.203, 0.276], [3.370, -0.136, 2.035], [-0.706, -2.708, 1.496], [-2.234, -0.160, 1.076], [12.299, 4.019, 7.621], [13.758, 5.732, 8.241], [0.233, 1.582, 2.217], [1.018, 5.481, -0.431], [2.040, 3.947, -1.879], [-2.146, 4.786, -6.223], [-1.094, -2.860, 2.495], [-2.853, 5.626, -7.610], [-1.049, -0.194, -4.589], [-7.688, -1.634, -10.802], [-1.220, 1.920, -3.622], [-3.097, -0.075, 3.024], [5.197, -1.661, 0.382], [-4.746, -7.412, -2.922], [-2.747, 4.625, -9.061], [-6.822, 2.077, -11.831], [-7.774, -1.838, 3.939], [-3.867, -5.408, -7.917], [9.344, 4.355, 9.153], [-7.692, 0.010, -13.678], [-3.433, 2.599, -7.371], [-7.667, 1.076, 0.401], [13.083, 4.562, 7.114], [-1.745, 0.964, 2.909], [-0.261, 3.536, -0.165], [-4.782, 0.795, -8.016], [-6.248, 1.802, -14.083], [-8.036, -8.348, 4.958], [-1.205, -1.341, 3.547], [4.376, -0.169, 4.434], [10.042, 2.604, 2.819], [12.364, 5.381, 5.718], [0.593, -0.732, 3.895], [-0.508, 0.320, -3.809], [-3.208, -6.417, -9.208], [-2.074, 7.182, -7.863], [-2.993, -7.272, -3.078], [-7.143, 0.501, -2.400], [-1.711, -1.004, 0.642], [-9.802, -4.230, -5.523], [-5.814, -8.506, 6.821], [8.682, 2.972, 10.024], [-5.479, -5.822, -2.706], [-3.900, 5.801, -7.398], [-6.430, 0.716, -0.802], [3.003, 0.769, 4.886], [-10.891, -5.177, -6.532], [-8.688, -3.817, 4.787], [1.389, -0.138, 2.814], [3.072, -1.392, 3.170], [-10.531, -3.890, -3.952], [6.005, 4.739, 1.633], [-8.364, 2.788, -14.188], [-8.249, -5.047, -5.331]], "forces_ev_per_a": [[-0.03, -0.01, -0.01], [0.00, -0.01, -0.03], [0.23, 0.11, -0.15], [0.03, 0.06, 0.05], [0.02, -0.67, 0.37], [-0.01, 0.00, 0.02], [0.17, 0.05, -0.12], [0.44, 0.05, 0.94], [0.76, 0.87, -2.43], [0.01, -0.01, -0.28], [-0.02, 0.09, -0.01], [0.21, 0.20, 0.14], [-0.09, -0.01, 0.05], [0.11, -0.47, -0.13], [-0.08, -0.01, -0.07], [-0.01, 0.00, -0.02], [0.02, 0.01, 0.02], [-0.04, 0.03, -0.03], [-0.20, -0.16, 0.12], [-0.01, 0.02, 0.00], [-0.01, 0.00, -0.01], [0.06, 0.05, 0.11], [-0.01, -0.04, 0.03], [0.03, 0.06, -0.11], [0.24, -0.05, 0.22], [-0.01, 0.03, -0.07], [-0.04, -0.01, 0.02], [-0.04, 0.01, 0.01], [-0.25, -0.20, 0.08], [0.83, 0.14, -0.17], [-0.01, 0.02, -0.02], [0.01, 0.01, 0.01], [0.14, 0.37, 0.13], [-1.50, 0.99, 0.46], [-0.03, -0.12, 0.04], [-0.12, 0.28, -0.22], [0.62, -0.23, 0.19], [-0.15, -0.22, -1.27], [-1.09, 0.33, 0.13], [0.05, -0.01, -0.01], [0.01, -0.22, -0.06], [-0.22, -0.21, -0.04], [-0.05, 0.01, -0.01], [0.17, -0.39, 0.65], [0.00, -0.22, -0.08], [0.01, -0.01, 0.01], [0.24, 2.31, -1.27], [-0.15, 0.24, 0.45], [0.03, 0.03, 0.09], [-0.17, -0.06, 0.01], [0.13, 0.12, -0.19], [-0.13, 0.17, 0.62], [-0.02, -0.01, -0.02], [-0.33, -0.02, 0.31], [0.01, -0.06, 0.05], [0.24, -0.13, 0.36], [0.20, -0.23, -0.08], [-0.08, 0.23, -0.25], [0.12, 0.13, -0.03], [-0.01, -0.01, -0.01], [-0.55, -0.73, 2.62], [0.43, 0.11, -1.27], [0.02, 0.05, -0.04], [0.02, 0.01, 0.01], [0.02, 0.01, 0.01], [-0.05, 0.18, -0.04], [-0.06, -0.94, -0.45], [-0.01, 0.08, 0.06], [-0.06, 0.11, 0.00], [0.01, -0.02, 0.00], [1.49, -0.30, -0.75], [0.02, 0.06, 0.03], [0.02, -0.04, 0.05], [0.15, -0.26, -0.16], [-0.14, -0.01, -0.03], [0.21, -0.07, -0.31], [-0.15, -0.14, 0.23], [-0.11, -0.66, 0.38], [-0.09, -0.02, -0.02], [-0.26, -0.01, -0.17], [-0.23, 0.21, -0.48], [0.24, -0.35, -0.10], [0.37, 0.91, 0.02], [-0.04, -0.01, 0.00], [0.06, 0.04, -0.03], [-0.09, -0.74, -0.60], [0.02, 0.02, 0.01], [-0.14, -0.02, 0.08], [0.00, -0.01, 0.01], [-0.08, 1.07, 0.00], [0.09, 0.10, -0.03], [-0.04, -0.10, 0.03], [0.02, 0.01, 0.16], [0.10, -0.13, 0.20], [-0.19, -0.04, 0.23], [0.01, 0.03, -0.01], [0.03, 0.01, 0.12], [-0.03, -0.03, 0.01], [0.04, 0.00, 0.00], [-0.03, -0.01, 0.01], [0.08, -0.04, 0.07], [0.06, -0.08, 0.10], [0.01, 0.05, -0.16], [0.04, 0.00, -0.05], [0.03, -0.02, 0.00], [0.18, 0.06, -0.01], [0.22, 0.23, 0.04], [-0.13, 0.04, -0.02], [0.05, 0.08, -0.09], [0.02, 0.00, 0.00], [0.01, 0.06, -0.02], [-0.27, -0.36, 0.57], [-0.02, -0.36, 0.18], [-0.02, 0.01, -0.02], [0.03, 0.21, 0.34], [-2.40, -0.98, 1.71], [0.17, 0.30, 0.04], [-0.10, -0.05, -0.05], [-0.02, -0.03, 0.01], [0.00, 0.00, -0.03], [0.06, -0.02, 0.05], [-0.12, -0.32, 0.03], [-0.03, -0.09, 0.01], [0.02, 0.03, -0.01], [-0.01, 0.03, -0.01], [-0.08, -0.02, -0.11], [-0.02, -0.01, 0.01], [-0.09, 0.03, -0.02], [-0.26, -0.11, 0.12], [0.02, 0.02, 0.01], [-0.01, -0.03, 0.00], [1.67, 0.14, -0.95], [-0.41, -0.33, -0.03], [0.02, 0.01, 0.00], [0.00, -0.08, 0.06], [0.03, -0.01, 0.00], [0.03, 0.03, 0.01]], "mulliken_charge": [-0.121, 0.348, 0.070, -0.079, 0.527, -0.133, -0.099, -0.625, -0.522, -0.142, -0.044, 0.518, 0.051, -0.085, -0.109, -0.114, -0.114, -0.117, 0.188, -0.066, -0.072, -0.035, -0.134, 0.254, -0.079, 0.716, 0.217, -0.374, -0.079, -0.236, 0.325, -0.078, 0.356, 0.189, 0.444, -0.179, -0.343, 0.456, -1.750, -0.127, -0.226, -0.021, -0.125, 0.369, 0.715, -0.434, -1.370, -1.243, -0.104, -0.121, 0.033, 0.399, 0.340, 0.520, -0.380, 0.030, 0.529, -0.118, -0.076, -0.126, 0.498, -0.473, -0.119, -0.125, 0.287, -0.001, -0.555, -0.044, -0.142, 0.407, -0.892, -0.042, 0.329, -0.043, -0.061, 0.426, 0.840, 0.616, -0.092, -0.106, 0.143, 0.314, -0.191, -0.088, -0.127, 0.288, 0.458, -0.131, -0.051, -0.840, -0.006, 0.189, -0.082, -0.050, 0.743, -0.119, -0.053, -0.145, -0.103, -0.104, -0.103, -0.023, -0.117, -0.566, -0.128, 0.350, 0.393, -0.060, -0.135, 0.288, -0.125, -0.050, 0.561, -0.069, -0.082, -0.022, 0.065, 0.054, -0.118, -0.127, -0.112, 0.057, 0.416, -0.125, -0.122, -0.049, 0.318, 0.798, 0.115, -0.122, 0.397, 1.236, 0.496, -0.130, -0.103, -0.120, -0.085]}

=====

{"formula": "C31H44N4OP2Pd", "method": "wB97M-V/def2-TZVPD", "e_homo_ev": [-12.06, -12.06], "s_squared": 6.02, "total_charge": 2, "spin_multiplicity": 5, "gap_ev": [5.45, 2.80], "symbols": ["H", "C", "C", "C", "C", "H", "C", "H", "H", "H", "Pd", "C", "H", "C", "C", "H", "C", "N", "H", "H", "H", "C", "P", "H", "N", "H", "N", "H", "C", "C", "H", "C", "H", "H", "H", "C", "C", "H", "H", "C", "H", "H", "H", "H", "H", "P", "C", "C", "C", "C", "C", "H", "C", "C", "H", "H", "C", "H", "H", "H", "C", "H", "C", "H", "H", "O", "H", "H", "H", "H", "C", "C", "N", "H", "H", "H", "H", "H", "C", "H", "C", "H", "C"], "coordinates": [[-4.009, 0.637, -9.154], [0.804, 0.551, 2.038], [-2.030, 1.847, -6.087], [-0.954, 2.098, -0.787], [-4.305, -0.332, -8.785], [-1.246, -1.988, 3.166], [2.819, -3.466, -10.176], [2.086, -3.846, -6.933], [-1.200, 1.952, -3.479], [-2.120, 4.164, -8.469], [-0.119, -2.634, -0.931], [-0.995, -0.764, -8.677], [0.102, -1.120, 3.943], [2.433, -2.204, -9.746], [-0.509, -0.283, 2.045], [1.747, -0.790, -2.791], [-4.180, -2.270, -7.603], [-2.165, 1.077, -7.246], [-6.214, -0.794, -9.795], [-0.072, 4.005, -1.159], [1.115, 0.714, 3.082], [3.274, 0.645, -8.789], [1.449, -0.953, -7.311], [0.373, 0.950, -8.519], [2.805, 0.109, -7.585], [-1.923, 0.255, -1.134], [-3.544, -1.032, -7.837], [0.449, -2.195, 2.557], [1.761, 1.233, -2.131], [-5.432, -1.084, -9.104], [5.072, 1.827, -9.333], [2.287, -3.581, -7.963], [-3.729, -2.980, -6.923], [-1.691, 1.541, 2.141], [-2.074, 0.404, -3.350], [3.749, 0.425, -6.593], [1.616, -1.794, -0.361], [-1.584, -0.275, -9.476], [-2.294, 1.617, -9.346], [0.408, -0.147, -8.630], [0.585, 1.531, 1.580], [2.128, -0.778, -0.318], [2.994, -5.392, -9.024], [2.015, 3.269, -2.004], [1.597, 0.016, 1.485], [-2.001, -0.696, -7.097], [-2.095, 3.269, -7.857], [-2.179, 1.960, -8.328], [0.015, 0.168, -3.619], [-0.283, -1.486, 2.975], [-1.534, 0.623, 2.713], [-2.500, 0.117, 2.840], [1.173, 2.612, -2.168], [-5.350, -2.319, -8.357], [-0.297, -0.879, -3.824], [2.699, 1.137, -1.600], [-1.987, 3.198, -6.430], [2.379, -1.295, -10.324], [3.585, 0.078, -5.578], [-1.502, 2.324, 0.100], [-1.474, 1.149, -1.581], [3.126, -3.709, -11.184], [4.783, 1.168, -7.169], [-1.174, 0.922, 3.707], [1.644, -2.263, 0.654], [-0.869, -0.678, 0.789], [-6.063, -3.134, -8.379], [-0.913, -1.843, -8.903], [0.208, 0.635, -4.591], [-2.048, 1.334, -5.134], [4.480, 1.309, -8.574], [2.737, -4.341, -9.039], [2.104, -2.260, -8.392], [2.244, -2.457, -1.007], [0.707, 2.878, -3.126], [2.740, 0.515, -9.715], [-1.882, 4.021, -5.724], [0.872, -0.325, -9.608], [0.222, 2.968, -0.985], [5.662, 1.558, -6.653], [-1.187, 0.957, -3.036], [0.796, 2.917, -0.058], [1.310, 0.206, -2.865]], "forces_ev_per_a": [[-0.17, -0.17, 0.21], [0.50, 0.04, -0.69], [-0.19, 0.73, -0.78], [-0.82, -0.48, -0.54], [-0.77, -0.92, 0.03], [0.45, 0.04, -0.14], [0.04, -0.71, 1.28], [0.04, -0.03, -0.17], [-0.11, -0.15, -0.13], [0.01, -0.24, 0.13], [-1.03, 0.72, 0.16], [-0.01, -0.63, 0.00], [-0.19, -0.16, -0.50], [0.02, -0.16, 0.64], [0.10, 0.77, 1.40], [0.58, 0.36, -0.03], [-0.93, 0.75, -0.82], [0.65, 0.35, 1.17], [0.17, -0.02, 0.16], [-0.01, 0.16, 0.35], [-0.15, -0.16, -0.47], [0.01, -0.39, 0.63], [0.85, -0.12, -2.41], [-0.05, -0.35, 0.40], [1.37, 0.85, 0.83], [-1.00, 1.00, 0.15], [-0.38, -1.21, 0.12], [-0.30, 0.16, 0.19], [-0.32, -0.47, -1.23], [1.34, -0.13, 0.81], [-0.32, -0.26, 0.42], [0.07, 1.12, -0.80], [-0.18, 0.06, -0.04], [-0.02, -0.17, 0.01], [-0.10, 0.33, -0.51], [-0.74, -0.22, -1.27], [3.28, 0.23, 1.35], [0.28, -0.52, 0.42], [0.11, 0.13, 0.19], [-0.45, -0.20, 0.09], [0.29, -0.52, 0.09], [-1.48, -1.27, -0.44], [-0.11, 0.14, 0.04], [0.24, 0.48, -0.35], [-0.31, 0.50, 0.42], [-1.22, 2.35, -2.47], [0.08, -1.25, 0.21], [0.08, 0.72, 0.49], [-0.10, 0.26, -0.09], [0.06, -0.73, 0.16], [-0.73, 0.27, 0.07], [0.18, 0.10, -0.05], [-0.20, 0.26, 0.77], [1.08, 0.57, 0.31], [0.32, 0.48, 0.12], [0.03, -0.14, 0.22], [0.02, -1.04, 0.19], [-0.14, -0.29, 0.04], [0.11, 0.17, -0.16], [-0.01, -0.41, 1.06], [1.85, -1.16, 0.53], [-0.01, -0.04, 0.19], [-0.12, 0.24, -1.46], [-0.10, -0.15, -0.25], [-0.25, 0.46, -0.51], [0.17, -0.51, -0.22], [0.19, 0.17, 0.04], [-0.07, 0.31, -0.22], [-0.19, -0.26, -0.26], [0.00, 0.35, -0.37], [0.52, -0.21, 1.71], [0.06, 0.81, -0.98], [-0.60, -0.54, 0.75], [-0.46, 0.22, -0.10], [0.20, -0.25, 0.23], [-0.01, 0.30, 0.20], [-0.14, -0.27, -0.33], [-0.15, 0.07, 0.36], [0.37, 0.19, -1.35], [-0.44, -0.16, -0.21], [-0.17, 0.07, -0.09], [0.01, 0.24, 0.01], [-0.47, -0.41, 1.13]], "mulliken_charge": [0.343, -1.122, -0.563, -0.954, -0.133, 0.415, -0.682, 0.423, 0.356, 0.455, 0.631, -1.524, 0.358, 0.137, 1.365, 0.770, -0.373, 0.387, 0.447, 0.401, 0.488, 0.044, 0.024, 0.667, 0.429, 0.483, 0.362, 0.309, -0.916, -0.610, 0.451, -0.246, 0.337, 0.293, 0.651, -0.297, -1.068, 0.530, 0.477, -0.475, 0.112, 0.191, 0.433, 0.547, 0.289, -0.162, -1.139, -0.076, 0.617, -1.487, -1.512, 0.418, -1.206, -0.580, 0.322, 0.683, -0.665, 0.211, 0.459, 0.643, -0.744, 0.457, -0.605, 0.404, 0.386, -0.186, 0.421, 0.558, -0.224, 0.591, -0.774, -0.644, 0.298, 0.581, 0.412, 0.446, 0.446, 0.245, -0.663, 0.425, -0.906, 0.277, -0.367]}

=====

Relative energy (zero: lowest compared OMol25 entry of this formula, charge and spin) list, top to bottom, in kcal per mole: 0.0, 65.6